Entry 1:
Below is a 8-piece molecular cluster, C28H42F6O21P overall in a non-equilibrium geometry, with properties calculated with the ωB97M-V functional and the def2-TZVPD basis.

XYZ file:
```
98
Properties=species:S:1:pos:R:3:forces:R:3:lowdin_charge:R:1
P -0.092 -0.612 0.273 -0.7 -1.4 1.0 0.486
F 0.442 -1.619 -0.939 -1.0 6.5 3.0 -0.257
F -0.523 0.509 -0.790 4.5 1.1 4.5 -0.200
F 0.132 -1.740 1.449 -1.3 0.7 -1.9 -0.105
F -0.583 0.314 1.489 1.9 -1.6 -2.4 -0.198
F 1.437 -0.054 0.441 -3.5 -3.6 0.9 -0.238
F -1.589 -1.187 -0.019 4.1 -2.1 -0.2 -0.219
O 4.138 -2.666 0.792 3.1 0.1 0.5 0.129
O 2.983 4.538 -0.245 -0.4 -4.0 0.4 0.142
O -1.405 -2.722 -3.331 -1.0 -1.9 -2.1 0.107
O -0.985 4.180 0.256 -0.8 -0.1 0.6 0.136
O -5.217 1.995 -0.859 2.2 -1.8 3.2 0.157
O 2.012 2.753 -1.239 1.2 1.8 -1.0 0.062
O -4.739 -0.774 -3.537 3.9 1.6 1.9 0.100
O 3.491 1.715 2.799 2.1 1.5 2.3 0.103
O -1.039 -3.561 -5.421 1.0 1.3 2.4 0.111
O -2.422 -0.663 -3.321 -2.7 -0.1 -0.4 0.104
O 3.564 2.357 0.307 -0.1 0.8 -0.4 0.090
O -2.767 5.378 1.001 1.0 -2.7 -1.0 0.128
O 2.637 0.411 4.356 0.4 0.5 0.5 0.099
O -3.446 0.657 -0.272 -3.9 -3.7 1.1 -0.066
O -3.650 0.819 -2.243 -0.9 -0.9 -4.8 0.035
O 3.144 -2.130 -1.088 0.3 0.4 -0.1 0.078
O 4.461 1.707 4.884 -3.2 -1.1 -2.7 0.089
O -2.821 3.121 0.773 -2.6 -0.5 1.0 0.125
O 0.472 -3.696 -3.793 2.3 -0.3 -1.1 0.113
O 5.404 -1.849 -0.837 -0.7 0.0 -0.1 0.163
O -4.756 1.403 1.295 -0.4 0.6 -0.4 0.123
C -0.782 2.768 0.088 2.7 0.5 0.1 -0.186
C 3.358 1.111 -0.346 1.4 -0.4 -1.6 -0.068
C 2.390 -2.206 2.270 0.9 -2.7 0.0 -0.013
C -2.323 1.226 -2.093 0.2 1.0 -0.6 -0.095
C -0.720 -2.686 -2.142 -0.8 -0.1 0.0 -0.358
C 2.844 3.308 -0.332 1.9 3.7 -1.5 -0.534
C -3.093 -0.080 0.822 -1.6 -1.1 4.6 -0.186
C -3.689 -0.281 -3.061 -2.9 -0.2 -1.6 -0.419
C -0.655 -3.280 -4.283 -3.2 -1.6 -3.2 -0.551
C -2.246 4.309 0.682 -0.4 3.8 1.1 -0.511
C -4.464 -0.301 2.886 1.1 -0.5 1.1 -0.003
C -0.282 0.241 -3.168 -0.8 1.2 0.2 0.014
C 3.571 1.343 4.083 3.3 0.6 2.2 -0.485
C -4.521 1.394 -0.026 -4.3 2.9 -1.9 -0.472
C 0.280 0.737 3.743 0.9 0.2 0.2 0.023
C -3.742 0.658 1.954 -2.2 -0.9 1.2 -0.280
C 1.732 0.294 3.274 -2.6 1.4 0.2 -0.249
C -1.499 -3.230 -0.927 -0.4 -1.8 -1.7 0.024
C -1.927 2.054 0.820 4.3 3.1 -0.9 -0.157
C 2.396 1.203 2.156 -0.3 -1.9 2.4 -0.148
C 2.376 0.938 -2.743 1.1 0.7 0.5 0.011
C 4.338 -2.187 -0.414 0.3 0.4 -1.2 -0.549
C 2.169 1.389 -1.251 0.1 -2.2 -3.7 -0.319
C 2.853 -2.990 1.037 -2.9 -0.7 0.7 -0.291
C 2.091 -2.592 -0.225 2.8 -1.1 3.1 -0.134
C 0.601 2.476 0.681 -1.9 0.9 0.5 -0.027
C 0.566 -3.454 -2.425 -0.7 -0.8 -0.5 -0.084
C -1.582 0.006 -2.418 1.1 -1.1 -3.2 -0.351
H 0.267 1.818 3.878 0.1 0.1 0.5 0.091
H -2.095 2.033 -2.789 -0.1 0.3 0.0 0.172
H 0.460 -4.454 -2.006 0.6 -0.1 0.7 0.149
H -3.710 -1.040 3.158 0.1 -0.4 0.1 0.083
H 0.287 -0.688 -3.204 0.4 0.6 -0.3 0.103
H -0.466 -1.636 -1.997 -2.1 -2.5 -2.4 0.055
H 2.512 -0.141 -2.815 0.1 0.0 0.1 0.089
H -5.296 -0.864 2.461 0.0 0.4 -0.3 0.098
H -4.747 0.104 3.857 -0.3 0.4 -0.2 0.083
H -2.237 1.154 0.288 1.8 3.7 1.1 0.035
H 1.242 0.921 -0.921 1.6 1.2 -1.5 0.089
H 1.547 1.215 -3.395 1.0 0.2 0.3 0.052
H -1.548 1.689 1.775 -1.0 2.0 0.2 0.121
H 1.732 -0.759 2.991 -1.3 2.0 1.5 0.042
H -3.047 1.320 2.471 -0.7 -0.1 0.3 0.148
H 0.220 1.065 -2.661 -0.4 -0.8 0.1 0.059
H -0.808 2.657 -0.996 0.2 -0.2 0.2 0.148
H 1.508 -2.954 -2.196 -0.5 -0.3 -0.9 0.113
H 2.443 -1.125 2.142 1.3 -1.8 -1.4 0.046
H -0.013 0.239 4.667 0.3 0.1 0.2 0.086
H 1.780 2.034 1.815 1.9 -1.6 0.9 0.075
H 2.837 0.569 1.387 -1.0 1.0 2.5 0.072
H 0.586 2.439 1.770 -2.0 0.6 -0.3 0.096
H 3.260 1.442 -3.132 0.3 -0.1 0.1 0.096
H 0.981 1.497 0.389 -0.8 2.6 0.6 0.043
H -1.324 -0.592 -1.545 -2.8 0.0 -3.1 0.089
H 1.331 3.257 0.470 -1.7 0.0 0.8 0.100
H 2.730 -4.071 1.096 0.3 -0.2 0.8 0.159
H -2.123 1.455 -1.046 -0.3 1.0 -2.7 0.094
H 1.389 -1.806 0.052 4.7 -3.1 0.6 0.041
H 2.944 -2.532 3.150 0.6 0.4 -0.1 0.119
H -1.767 -4.277 -1.072 0.4 -0.4 -0.3 0.097
H 3.179 0.285 0.341 1.1 0.5 -1.7 0.094
H -0.400 0.706 -4.147 -0.5 -0.7 -0.4 0.126
H -2.009 -0.087 0.932 -3.9 0.8 1.3 0.073
H 1.601 -3.443 -0.698 0.4 0.3 1.0 0.112
H -0.504 0.551 3.009 0.9 -0.1 1.9 0.042
H -3.389 -1.127 0.878 -0.7 0.1 -0.7 0.167
H 4.291 0.816 -0.827 0.0 0.4 -0.6 0.155
H 1.372 -2.473 2.555 0.5 -0.1 -0.1 0.101
H -0.853 -3.183 -0.050 -0.7 -0.2 0.0 0.084
H -2.484 -2.769 -0.856 0.3 0.0 0.3 0.101
```
Forces are in eV/Å.

Calculated values
- Maximum force: 0.1399 Eh/bohr
- Energy: -3612.15316 Ha
- HOMO energy: -7.9 eV
- Orbital gap: 0.35597 Eh
- Net charge: -1
- Relative energy (zero: lowest compared OMol25 entry of this formula, charge and spin): 26.046 eV


Entry 2:
Below is an isolated ion of composition C28H42N3O3 and charge +1, with properties calculated with the ωB97M-V functional and the def2-TZVPD basis.

XYZ file:
```
76
Properties=species:S:1:pos:R:3:forces:R:3:lowdin_charge:R:1
O -1.967 -0.421 1.007 0.3 0.0 -0.5 -0.097
O 1.378 0.411 1.031 -0.3 0.1 0.2 0.052
O -1.571 0.644 -1.453 0.4 -0.4 0.1 -0.105
N 2.061 -4.195 0.252 0.0 -0.1 0.0 -0.166
N 2.563 0.638 -0.856 0.1 0.0 -0.3 0.100
N 0.301 2.788 1.071 0.2 -0.5 0.0 -0.192
C 2.918 -1.366 0.492 -0.2 -0.1 0.1 -0.179
C 2.263 -3.622 1.559 0.1 0.2 0.1 -0.165
C 2.231 -0.029 0.256 0.5 -0.1 -0.2 -0.400
C 3.028 -3.664 -0.671 0.1 0.2 -0.1 -0.165
C 1.783 1.733 -1.402 -0.1 0.1 0.2 -0.080
C 2.039 3.135 -0.770 0.1 0.0 0.1 -0.489
C -1.155 2.587 1.043 -0.8 -0.2 -0.1 -0.004
C 0.005 -2.642 -1.887 -0.2 -0.2 0.1 -0.056
C -2.321 -0.992 2.244 0.0 -0.1 0.3 -0.061
C 0.703 -4.402 -0.220 0.1 -0.1 0.0 -0.121
C 2.979 -2.135 -0.845 0.0 -0.3 0.0 -0.125
C -3.940 0.227 -1.109 0.0 0.0 -0.2 -0.211
C -0.067 -3.155 -0.599 -0.2 0.0 -0.2 -0.191
C -2.874 0.712 -2.052 -0.4 0.0 -0.1 -0.115
C 3.246 3.114 0.170 -0.2 0.0 -0.1 -0.033
C -0.530 -1.397 -2.174 -0.1 0.2 0.1 0.006
C 0.706 3.327 2.376 0.3 0.2 0.6 -0.001
C -4.519 1.095 -0.194 0.0 -0.1 -0.1 -0.042
C -4.298 -1.115 -1.092 0.0 0.1 -0.1 -0.035
C -5.445 0.631 0.723 0.0 0.1 0.1 -0.077
C 2.320 4.138 -1.896 -0.2 -0.1 0.2 -0.040
C -1.316 -1.197 0.098 0.0 0.2 0.0 -0.205
C 2.147 -2.092 1.609 0.0 -0.1 0.0 -0.120
C -5.222 -1.580 -0.172 0.0 -0.1 0.0 -0.068
C -1.143 -0.650 -1.184 0.0 0.1 0.1 -0.224
C 0.762 3.630 -0.059 0.4 0.3 -0.7 -0.093
C -0.783 -2.452 0.364 -0.2 0.1 0.0 0.023
C -5.795 -0.708 0.737 0.0 -0.1 0.1 -0.080
H 2.467 5.137 -1.495 0.0 0.2 0.0 0.092
H 3.132 2.394 0.975 0.0 -0.1 0.1 0.073
H -0.035 3.663 -0.804 0.0 0.0 0.1 0.139
H 0.171 4.255 2.580 0.0 0.0 -0.1 0.112
H -4.246 2.141 -0.203 0.0 0.1 0.0 0.112
H 0.750 1.802 0.977 -0.2 0.5 0.0 0.105
H -3.853 -1.799 -1.801 0.0 -0.1 -0.1 0.122
H 3.266 -3.920 1.884 0.0 0.0 0.1 0.125
H 3.868 -1.837 -1.406 0.0 0.1 -0.1 0.117
H 2.099 -1.885 -1.436 0.2 0.0 0.0 0.084
H 1.098 -1.816 1.525 0.2 0.0 0.2 0.078
H 0.173 -4.938 0.573 0.0 0.0 -0.1 0.128
H 2.891 -4.135 -1.646 0.1 0.0 0.0 0.126
H -1.669 3.548 1.068 0.1 0.1 0.0 0.115
H 4.017 -3.949 -0.295 0.0 0.0 -0.1 0.126
H 1.774 3.522 2.397 0.0 0.0 -0.1 0.094
H 2.018 1.779 -2.464 -0.1 0.0 0.0 0.137
H 3.221 3.860 -2.435 0.1 -0.1 -0.1 0.095
H 3.304 0.270 -1.429 -0.1 -0.1 0.0 0.147
H -1.458 1.998 1.904 0.1 0.0 0.0 0.104
H 3.405 4.102 0.598 0.0 0.1 0.1 0.096
H -0.453 -0.982 -3.168 0.0 0.1 -0.1 0.129
H 4.142 2.851 -0.387 0.1 0.0 0.0 0.095
H -5.896 1.316 1.426 -0.1 0.1 0.1 0.106
H -2.894 -1.914 2.110 0.0 0.0 0.0 0.102
H -0.908 -2.895 1.341 0.0 0.0 0.2 0.121
H 0.725 1.470 -1.311 0.0 0.0 -0.1 0.117
H -1.441 2.031 0.150 0.1 0.1 0.1 0.080
H -6.517 -1.071 1.454 -0.1 0.0 0.1 0.107
H -2.952 -0.255 2.739 0.0 -0.1 0.0 0.096
H 0.493 -3.207 -2.667 0.1 -0.1 -0.1 0.122
H 2.502 -1.738 2.577 -0.1 0.0 0.0 0.125
H 1.544 -4.058 2.255 0.0 0.0 0.1 0.125
H -2.879 0.123 -2.977 0.0 0.1 0.1 0.133
H 0.921 4.648 0.304 -0.1 0.0 0.1 0.144
H -1.438 -1.192 2.860 0.0 0.0 0.0 0.098
H 1.494 4.172 -2.602 -0.1 0.0 -0.1 0.093
H 3.941 -1.176 0.835 0.0 0.1 0.0 0.159
H -3.010 1.768 -2.296 0.0 -0.1 0.0 0.133
H 0.471 2.605 3.155 0.0 0.0 -0.1 0.112
H -5.495 -2.625 -0.168 0.0 -0.1 0.0 0.109
H 0.772 -5.062 -1.089 -0.1 0.0 0.0 0.128
```
Forces are in eV/Å.

Calculated values
- Maximum force: 0.0160 Eh/bohr
- Energy: -1481.92732 Ha
- HOMO energy: -10.4 eV
- Orbital gap: 0.31392 Eh
- Net charge: +1
- Relative energy (zero: lowest compared OMol25 entry of this formula, charge and spin): 0.308 eV


Entry 3:
Below is a 9-piece molecular cluster, C28H42NO26 overall in a non-equilibrium geometry, with properties calculated with the ωB97M-V functional and the def2-TZVPD basis.

XYZ file:
```
97
Properties=species:S:1:pos:R:3:forces:R:3:lowdin_charge:R:1
O 3.837 -2.694 5.154 0.6 0.9 -0.3 0.065
O 3.038 6.628 -7.603 -1.2 -2.5 -0.5 0.133
O 7.242 -5.580 5.587 2.5 1.0 -0.5 0.129
O -9.327 1.547 -0.925 1.2 0.2 2.0 0.110
O -4.874 -3.507 -7.232 -1.2 0.2 -0.4 0.062
O 5.360 -2.388 3.522 -0.6 0.8 0.5 0.057
O -3.183 -0.149 2.087 2.7 -2.4 -4.2 -0.424
O -1.895 -1.239 -4.507 0.5 -1.1 -0.3 0.040
O -3.634 1.961 5.553 -1.4 0.6 0.1 0.005
O -9.082 2.226 1.245 -0.1 -0.3 -1.2 0.050
O 0.382 1.724 -2.830 2.8 2.7 -0.4 0.103
O 1.799 2.887 -4.199 -0.5 -0.7 0.5 0.059
O -5.311 3.075 6.563 -0.1 -0.1 -0.6 0.051
O -0.229 -1.908 -3.147 -1.0 -1.1 -1.2 0.076
O -7.404 1.112 0.236 -1.4 0.3 -0.5 0.061
O 0.547 0.139 1.045 -0.6 2.2 1.2 -0.244
O 2.721 4.417 -7.112 0.1 0.9 -0.4 0.042
O 2.552 2.118 -2.220 -1.1 0.0 -0.5 0.083
O 1.637 5.331 -8.863 0.6 0.4 0.8 0.066
O -5.557 2.396 4.393 1.0 0.4 2.3 0.104
O -6.552 -2.392 -6.222 0.1 -0.3 -1.1 0.062
O 9.411 -5.186 6.197 -0.9 0.0 -0.4 0.068
O -6.797 -3.071 -8.393 1.4 0.2 2.1 0.120
O 8.658 -4.417 4.218 -0.4 -0.7 0.7 0.058
O 4.557 -0.577 4.666 0.3 -2.7 -0.3 0.106
O -0.993 -3.324 -4.774 -0.2 2.0 1.0 0.111
N -3.298 0.310 3.359 -0.2 1.7 4.7 -0.189
C 1.849 -0.118 3.173 -0.2 0.3 -0.7 -0.092
C 2.512 5.554 -7.838 1.1 2.4 0.4 -0.511
C -4.369 -3.021 -6.002 1.2 0.0 0.5 -0.143
C 3.977 -3.930 4.480 -0.6 -1.0 0.1 -0.131
C 8.340 -5.103 5.354 -2.1 -1.0 0.5 -0.507
C -0.429 -0.527 -2.910 0.7 0.3 0.6 -0.155
C -0.887 0.451 1.119 -1.9 -0.6 -0.4 -0.188
C -5.605 -2.713 -5.221 0.0 0.1 1.2 -0.135
C 3.075 3.461 -3.989 0.7 0.8 -0.6 -0.142
C -4.892 2.471 5.413 -0.4 -0.6 -2.2 -0.509
C -8.663 1.622 0.095 -0.8 -0.2 -1.7 -0.526
C -1.784 -0.664 1.953 -0.7 0.5 -0.4 -0.200
C 3.677 2.586 -2.939 1.0 -0.1 0.3 -0.133
C 1.350 0.940 1.979 1.5 -1.1 0.7 -0.245
C -1.788 -0.275 -3.477 -0.6 1.1 0.5 -0.123
C 1.435 3.932 -8.934 -0.5 -0.6 -0.8 -0.139
C 9.934 -3.842 4.428 0.5 0.9 -0.6 -0.136
C -1.035 -2.252 -4.194 0.4 -1.8 -0.5 -0.518
C 10.537 -4.718 5.478 1.1 -0.1 0.3 -0.141
C 1.481 2.201 -3.062 -2.0 -0.6 0.9 -0.474
C -8.135 1.906 2.247 0.1 0.2 1.2 -0.147
C -6.899 1.597 1.465 1.3 -0.1 0.7 -0.138
C 5.275 -3.781 3.754 0.8 -0.9 -0.3 -0.139
C -6.133 -2.997 -7.373 -1.2 -0.2 -1.9 -0.520
C 4.582 -1.780 4.465 -0.1 2.4 0.5 -0.533
C -4.364 2.755 7.564 -0.1 0.1 1.0 -0.154
C 1.771 3.466 -7.555 -0.4 -1.1 0.5 -0.145
C -3.129 2.447 6.783 0.9 -0.2 0.1 -0.140
H 10.516 -3.842 3.502 -0.3 0.0 0.1 0.138
H 0.815 1.881 2.422 0.7 -1.9 -0.9 0.118
H -1.788 -1.658 1.308 -0.1 1.9 1.3 0.113
H 9.805 -2.809 4.768 0.0 -0.1 0.0 0.140
H -2.523 3.338 6.589 0.0 0.0 0.0 0.132
H -4.225 3.595 8.250 -0.2 0.0 -0.2 0.129
H -1.293 0.399 -0.003 0.9 0.2 2.3 0.110
H 6.132 -4.091 4.362 -0.3 0.0 -0.2 0.094
H -7.995 2.746 2.932 -0.1 -0.1 -0.2 0.129
H 3.657 3.462 -4.915 -0.3 0.0 0.1 0.128
H 11.066 -5.577 5.052 -0.1 0.1 0.0 0.136
H -6.275 0.843 1.953 0.0 0.1 -0.2 0.135
H -8.498 1.041 2.813 0.0 0.1 -0.1 0.136
H -5.968 -3.577 -4.655 0.0 0.1 -0.1 0.137
H -1.889 0.736 -3.881 0.0 -0.3 0.0 0.135
H 2.107 3.516 -9.692 0.0 0.0 0.1 0.136
H -4.187 0.841 3.491 0.8 -0.6 -1.2 -0.088
H -4.727 1.891 8.131 0.0 0.0 -0.1 0.132
H -6.293 2.489 1.271 -0.1 -0.1 0.1 0.141
H 2.344 0.436 4.086 -1.1 -1.2 -1.8 0.075
H -0.376 -0.306 -1.841 0.2 -0.2 -0.3 0.123
H 2.198 2.459 -7.549 0.0 0.2 0.1 0.141
H 2.341 1.288 1.410 -2.2 -0.6 1.1 0.117
H 0.402 3.703 -9.211 0.2 0.2 0.0 0.140
H 11.217 -4.171 6.136 -0.2 -0.2 0.0 0.138
H -1.404 -0.865 3.041 -0.6 0.5 -2.0 0.084
H 0.900 -0.770 3.486 2.2 1.5 -0.6 0.086
H -3.745 -3.775 -5.515 0.0 0.1 -0.3 0.135
H -1.148 1.505 1.554 0.7 -1.9 -0.7 0.118
H -5.465 -1.872 -4.536 -0.2 -0.1 -0.2 0.139
H -2.585 -0.448 -2.746 0.1 0.0 0.0 0.141
H 2.946 4.494 -3.649 0.0 -0.1 0.0 0.143
H -2.505 1.692 7.270 -0.1 0.0 -0.3 0.138
H 4.207 1.727 -3.364 -0.1 0.1 0.0 0.137
H 3.991 -4.760 5.192 0.0 0.3 0.0 0.137
H -3.764 -2.130 -6.196 -0.1 -0.1 0.1 0.128
H 4.358 3.133 -2.281 -0.2 -0.2 0.0 0.140
H 0.352 0.037 -3.430 -0.5 -1.0 0.0 0.110
H 5.290 -4.333 2.811 0.0 0.2 0.1 0.142
H 0.907 3.490 -6.883 0.1 0.0 -0.1 0.137
H 3.130 -4.060 3.799 0.1 0.1 0.1 0.138
H 2.684 -0.805 2.668 -1.9 1.4 1.2 0.080
```
Forces are in eV/Å.

Calculated values
- Maximum force: 0.1069 Eh/bohr
- Energy: -3102.97472 Ha
- HOMO energy: -0.8 eV
- Orbital gap: 0.08069 Eh
- Net charge: -1